ORCA calculation (wB97M-V/def2-TZVPD) on a molecular structure, C44H56AuBN7O4SSi in a non-equilibrium geometry.

The geometry in XYZ format:
```
115
Properties=species:S:1:pos:R:3:forces:R:3:mulliken_charge:R:1
H -3.02719 -4.71442 -2.01727 -0.1 -0.1 0.0 0.3455
C 4.23371 0.96958 0.37783 -0.1 -0.3 0.6 -1.3997
H 1.89141 -3.39642 -3.96297 -0.1 -0.1 -0.2 0.5717
C 1.31261 6.07788 -0.31807 -0.3 -0.3 0.1 -0.5755
H 1.00551 3.20998 -1.83497 0.0 0.1 -0.1 0.5352
N -2.01809 1.95888 -0.15857 -0.2 1.1 -0.5 0.0577
H -1.47629 3.73178 -2.72527 0.2 0.0 -0.1 0.4289
H 7.02131 -0.24402 2.89113 0.1 0.0 0.1 0.4535
H -3.54579 -5.47292 0.03183 -0.1 -0.1 -0.1 0.3497
O 4.39431 -1.36582 0.08133 -0.1 -0.2 0.4 -0.6208
H 4.16681 -2.53222 2.63603 0.0 -0.1 0.0 0.0961
C 0.89791 2.63828 -0.91347 -0.5 0.6 0.6 -0.0004
C 2.24801 -3.01802 -3.00597 0.0 0.2 -0.2 -1.6726
H 0.32651 -2.33612 3.05573 -0.1 0.0 0.0 -0.1570
H 1.28181 -5.42852 0.96173 0.0 -0.2 0.0 0.4831
H -6.26119 4.86218 -3.20337 -0.1 0.1 0.1 0.2975
C -2.01349 -4.32072 -2.05397 0.2 -0.1 0.1 -1.5341
O -1.38639 4.28278 -0.20097 -1.8 -0.3 -0.5 -0.5136
H 1.16661 5.70168 -1.32007 0.0 0.0 -0.2 0.2856
C -1.12609 -4.94772 -0.97397 0.0 0.0 -0.1 2.3001
C 1.67281 7.04508 2.23873 0.2 0.4 0.0 -0.5775
H -0.65879 -6.69262 -2.15177 0.0 -0.1 -0.1 0.4842
H -1.98639 -6.95252 -1.01777 -0.1 0.0 0.0 0.3175
C -3.50349 -4.49892 1.92513 -0.1 0.0 0.0 -1.9991
H 3.24321 -3.41912 -2.82827 0.0 -0.1 0.1 0.3812
H 1.89021 2.33698 -0.59107 0.2 -0.1 0.1 -0.3071
C -0.64439 -2.56982 3.49663 0.0 0.1 0.2 1.5593
H -5.84459 5.02818 -5.55037 0.0 0.1 -0.1 0.2349
H -5.33419 4.15558 -0.97917 -0.2 0.0 0.0 0.5047
H 5.73531 -2.51602 1.82923 0.0 -0.1 0.0 0.2455
H 0.38291 -1.30412 -4.01267 -0.2 0.0 -0.2 0.5426
H 0.24481 2.98268 2.89463 0.2 0.2 0.1 0.6156
H -0.75599 -0.60622 4.39393 0.0 0.1 0.1 0.4601
C -0.30559 2.64518 2.02413 0.1 0.5 -0.5 -0.8554
H -2.06169 -3.24182 -1.91897 0.0 0.1 0.0 0.1881
S -2.69469 3.39558 -0.19797 1.6 1.4 1.0 1.3031
C 1.13051 5.79178 2.04403 -0.2 -0.3 -0.2 -0.2895
H -5.88169 -1.34352 -0.54087 0.0 0.0 0.1 0.4492
H 3.45101 -4.30212 -0.09877 0.1 -0.1 0.0 0.5162
C -3.76649 -1.10562 -0.23907 1.2 1.3 0.2 0.1552
H -6.22799 1.15858 -0.68177 -0.1 0.0 -0.1 0.4371
C 2.52791 -3.84132 0.19203 -0.2 -0.5 0.3 -1.1862
H 0.30481 -1.14002 -2.24777 0.0 0.0 0.0 -0.1926
C 1.42731 -4.38452 0.73763 0.8 -0.2 -0.3 -0.7466
N 2.22171 -1.82312 1.41083 0.4 0.0 1.9 -0.5543
H 0.33411 1.73478 -1.13337 0.0 -0.1 0.0 -0.2850
C -1.43639 -3.40472 2.51773 0.1 0.0 -0.1 0.4544
H 0.94501 0.17888 -3.22637 0.0 0.2 0.0 0.2482
C -3.00049 1.05588 -0.25537 -0.7 -0.2 -0.2 0.1091
H 4.42281 -0.07852 3.11913 0.1 0.0 -0.1 0.2356
C 4.08311 1.19138 -0.95367 -0.1 -0.2 0.0 -0.5979
H -4.30469 4.94318 -6.21737 -0.2 0.1 0.1 0.2394
H 4.31311 2.20018 -1.28297 0.0 0.1 0.0 0.2551
N 0.45091 -3.47162 1.00273 -0.6 0.1 0.2 0.7358
H -1.60329 -0.75002 2.84903 0.0 0.1 -0.1 0.0849
N -4.86179 5.21298 -5.41707 0.2 -0.3 0.3 -0.5947
H -0.32649 -6.88942 -0.43087 0.0 -0.1 0.1 0.3394
C -1.37699 -1.25852 3.78403 0.2 -0.1 -0.1 -1.4840
C -1.02289 -6.46512 -1.15187 0.1 0.2 0.0 -1.7342
C 3.62641 0.33718 -1.98207 0.1 0.3 -0.4 -0.4976
C 2.02241 7.83108 1.15123 0.0 -0.1 0.0 -0.4259
C 3.29931 -1.67262 -0.69527 0.3 0.3 -1.2 -0.3593
H 2.42171 8.82288 1.30693 0.1 0.1 0.0 0.3601
C -3.01079 4.42088 -4.05407 -0.2 0.1 -0.3 -0.8475
H -0.12329 -4.53312 -1.09577 -0.1 0.0 0.0 -1.0506
H -3.19409 -3.42262 3.73563 0.0 0.1 0.1 0.3862
N -4.21449 1.58558 -0.44977 -2.4 -2.0 -0.2 -0.5378
C 6.33771 0.11598 2.12363 -0.3 0.0 0.1 -1.5238
C 0.89151 -0.90312 -3.13657 0.1 -0.1 -0.1 -1.3688
C -0.86929 -3.83892 1.30983 -0.1 0.0 -0.1 -0.3857
H 6.75581 -0.12312 1.14823 0.0 0.0 -0.1 0.3132
C 5.13571 -2.03862 2.60173 -0.1 0.1 0.1 -1.3584
H 2.84991 -1.19262 -3.92227 0.0 0.1 0.1 0.6660
H -1.36579 2.70598 2.24423 -0.2 0.0 0.2 0.3528
H 5.63181 -2.17092 3.56183 0.1 0.0 0.2 0.5308
C 3.05421 -0.92582 -1.83667 0.2 -0.3 0.5 0.1704
H -1.33839 -3.62312 5.26713 -0.1 0.0 0.1 0.3021
O 2.68871 -0.48232 1.37933 -1.2 -0.2 -0.4 -0.0649
C -4.36459 4.73708 -4.19727 -0.1 0.1 0.2 1.0648
H -3.52799 -2.14722 -0.08447 0.1 -0.2 -0.1 0.0810
H 0.86191 5.20128 2.90643 -0.1 -0.1 0.1 0.3043
N 2.35941 -2.43452 0.05793 0.6 -0.3 -1.2 1.2389
C -0.39749 -3.34032 4.79683 0.1 0.1 -0.2 -1.7278
H -4.53189 -4.74062 2.15973 0.0 -0.1 0.0 0.3191
H 4.51521 1.78878 1.01813 0.2 0.2 0.1 0.5037
C -2.94619 -4.90442 0.72863 -0.1 -0.1 0.0 -0.1032
C -2.74909 -3.74742 2.80653 0.0 0.0 0.0 0.0206
H -0.06729 1.59738 1.85833 0.1 -0.1 -0.2 -0.1496
N -2.71749 -0.23842 -0.15897 -1.1 -0.9 -0.1 0.0537
C -3.36289 3.92068 -1.73437 0.0 0.1 -0.7 -0.2934
H -2.30819 -1.44632 4.31533 -0.1 0.0 0.1 0.3463
C 1.84701 7.33608 -0.13307 0.1 0.3 0.0 -0.6197
Au -0.55149 -0.76672 0.17583 -0.5 -0.6 -0.1 0.1617
H 0.16141 -2.71542 5.49183 0.1 0.0 0.1 0.4390
C 4.96821 -0.54942 2.29143 -0.2 -0.2 -0.2 0.5758
C 0.91661 5.28318 0.76243 0.0 -0.2 0.0 0.2782
O -3.47369 3.82358 0.92833 -0.3 -0.1 -0.4 -0.7584
B 0.92371 -2.07942 0.66213 0.1 0.8 0.3 0.1160
C -5.25169 0.71488 -0.54687 1.6 1.0 0.1 -0.3760
H 3.57341 0.78568 -2.96597 0.1 0.0 -0.3 0.2116
H 1.81011 7.42608 3.24133 0.0 0.0 0.1 0.3792
C 2.29651 -1.49292 -3.02157 -0.4 -0.1 0.1 0.2720
H 1.58471 -3.37992 -2.22547 -0.1 -0.1 0.1 0.0266
H -2.35359 4.51618 -4.90807 0.1 -0.1 0.0 0.3021
C -5.21119 4.63338 -3.07727 0.1 0.1 -0.6 -0.7229
C -1.63929 -4.57602 0.39783 0.1 0.0 0.0 0.6883
H 2.10911 7.94958 -0.98587 0.1 0.0 0.0 0.3740
H 0.17781 -4.24462 4.60193 0.0 -0.1 0.0 0.4031
C 4.07001 -0.36062 1.04113 0.8 0.9 -0.2 1.4941
H 6.26651 1.19828 2.20853 0.1 0.0 -0.1 0.3395
C -4.71269 4.24618 -1.85727 0.5 -0.3 0.4 -0.3525
Si 0.02271 3.64088 0.44483 2.3 -1.2 0.3 1.0503
C -5.05609 -0.65022 -0.45527 -0.2 -0.3 0.0 -1.1452
C -2.51289 3.99818 -2.84307 -0.4 -0.1 0.7 -0.3708
H -1.60179 -4.52952 -3.03927 0.0 0.0 -0.2 0.4911
```
Forces are in eV/Å.

## Properties
Net charge: -1
Frontier orbital gap: 4.18 eV
Multiplicity: 1